One molecule with the formula C5H8N2 in a non-equilibrium geometry, computed with ωB97M-V/def2-TZVPD.

Element x y z (Å)
H 2.8581 -0.4240 -0.8649
N 2.1944 0.1980 -1.3264
C 1.0962 0.2938 -0.7042
C -0.1236 0.8465 -1.1972
C -1.1995 0.7363 -0.3625
C -1.7731 -0.5305 0.1927
C 0.9709 -0.0698 0.8183
N 1.4291 -1.1759 1.2297
H 1.6258 -1.2216 2.2280
H -0.0761 1.5565 -2.0113
H -1.9526 1.5176 -0.4496
H -1.0608 -1.3503 0.1466
H -2.6601 -0.8003 -0.3842
H -2.0955 -0.3724 1.2233
H 0.7669 0.7962 1.4618

Values from the calculation:
net charge = 0
frontier orbital gap = 8.93 eV
max |F| = 0.0551 hartree/bohr
highest occupied orbital energy = -9.0 eV
E = -304.73279 Ha
relative energy (zero: lowest compared OMol25 entry of this formula, charge and spin) = 269.7 kJ/mol
SMILES = [H]/N=C(/C=C\C)\C=N\[H]



An isolated ion of composition CH3N2O2 and charge +1 in a non-equilibrium geometry, computed with ωB97M-V/def2-TZVPD.

Element x y z (Å)
C 0.1490 -0.4564 0.5766
N 0.1922 -0.4444 -0.7858
N -0.1504 0.5982 1.1827
O -0.3593 0.5897 -1.5388
O -0.4832 1.6225 -0.9626
H 0.4454 -1.4616 0.8255
H 0.4432 -1.1356 -1.4923
H -0.2369 0.6876 2.1947

Values from the calculation:
net charge = +1
frontier orbital gap (alpha / beta) = 7.52 / 7.34 eV
max |F| = 0.0772 hartree/bohr
highest occupied orbital energy (alpha / beta) = -16.0 / -16.1 eV
E = -299.32681 Ha
relative energy (zero: lowest compared OMol25 entry of this formula, charge and spin) = 582.4 kJ/mol



An isolated ion of composition C6H15N4O and charge +1 in a non-equilibrium geometry, computed with ωB97M-V/def2-TZVPD.

Element x y z (Å)
C 0.4744 -1.7992 -0.8059
C 1.0659 -1.8683 0.4966
N 2.3168 -1.9605 0.6663
C 0.1842 -1.3338 1.5630
N -1.2612 -1.4892 1.2926
C 0.3738 0.2459 1.5218
N -0.2909 1.0613 0.8924
N -1.1845 0.8790 -0.0464
C -1.4913 2.0040 -0.8246
C -0.3645 2.4818 -1.8748
O 0.9437 2.3437 -1.4385
H 0.1379 -0.7134 -0.9340
H -0.4476 -2.3107 -0.6232
H 1.0635 -2.0919 -1.6808
H 2.9749 -2.0892 -0.1942
H 2.8961 -1.6626 1.4146
H 0.5174 -1.7817 2.5170
H -1.7767 -1.1583 2.0868
H -1.4850 -2.4832 1.1600
H 1.0620 0.6387 2.3006
H -1.6914 -0.0494 -0.2356
H -1.5244 2.9228 -0.1890
H -2.4400 2.0298 -1.4467
H -0.7444 3.4243 -2.0653
H -0.2995 1.7390 -2.8009
H 0.9909 3.0210 -0.7519

Values from the calculation:
net charge = +1
frontier orbital gap = 7.55 eV
max |F| = 0.1162 hartree/bohr
highest occupied orbital energy = -11.7 eV
E = -531.51990 Ha
relative energy (zero: lowest compared OMol25 entry of this formula, charge and spin) = 300.6 kJ/mol
SMILES = CC(=[NH2+])[C@H](N)/C=N\NCCO



C25H18Cl2IN5O2SW as an isolated structure in a non-equilibrium geometry, computed with ωB97M-V/def2-TZVPD.

Element x y z (Å)
W 0.3033 -0.1889 -0.1518
N -1.6016 -0.6759 3.7505
C -1.1977 -0.2923 2.5426
S -0.8732 -1.5826 1.3644
N -1.1058 0.9848 2.2805
N -0.6542 1.2333 1.0130
C -0.7371 2.4486 0.5652
C -1.4429 3.5413 1.2495
C -2.4274 4.2403 0.5407
C -3.1365 5.2599 1.1531
C -2.8421 5.6138 2.4625
C -1.8516 4.9394 3.1639
C -1.1614 3.8960 2.5708
C -0.1422 2.6401 -0.7811
C -0.0147 3.8686 -1.3894
C 0.5335 3.9480 -2.6635
C 0.9368 2.7892 -3.3005
C 0.8164 1.5938 -2.6246
N 0.3144 1.5201 -1.3857
H -1.7053 -1.6499 3.9754
H -1.8572 0.0156 4.4374
H -2.6625 3.9642 -0.4822
H -3.9125 5.7805 0.6080
H -3.3848 6.4210 2.9367
H -1.6202 5.2246 4.1814
H -0.3950 3.3679 3.1185
H -0.3413 4.7538 -0.8619
H 0.6421 4.9075 -3.1529
H 1.3473 2.8070 -4.3002
H 1.1324 0.6587 -3.0637
Cl 7.5252 -0.1044 1.3648
C 5.8129 -0.0561 1.2406
C 5.0594 0.3530 2.3613
C 3.6928 0.4346 2.3024
Cl 2.7724 0.9471 3.6596
C 3.0292 0.1085 1.1114
O 1.7222 0.2764 1.0269
C 3.7775 -0.3486 0.0155
C 3.0958 -0.8292 -1.1069
O 1.8337 -0.9292 -1.1667
C 5.1905 -0.4119 0.0838
H 5.5699 0.6102 3.2810
H 3.6474 -1.1923 -1.9744
H 5.7645 -0.7616 -0.7660
I -2.8576 0.3314 -1.4533
C -1.9070 -1.3779 -2.1477
C -2.5418 -2.2211 -3.0337
C -1.8955 -3.3912 -3.3931
C -0.6628 -3.6751 -2.8284
C -0.1013 -2.7713 -1.9553
N -0.6958 -1.6073 -1.6273
H -3.5200 -1.9712 -3.4177
H -2.3588 -4.0771 -4.0901
H -0.1397 -4.5935 -3.0520
H 0.8466 -2.9754 -1.4874

Values from the calculation:
net charge = +2
frontier orbital gap (alpha / beta) = 6.07 / 6.22 eV
max |F| = 0.0333 hartree/bohr
highest occupied orbital energy (alpha / beta) = -13.4 / -13.7 eV
E = -3070.65433 Ha



An isolated ion of composition C5H10N5 and charge +1 in a non-equilibrium geometry, computed with ωB97M-V/def2-TZVPD.

Element x y z (Å)
C -1.2125 1.9344 0.0136
N -1.2718 0.4941 0.0330
C -2.1149 -0.4827 0.0246
N -3.4155 -0.7221 0.1738
N -1.3771 -1.7272 0.2179
N -0.1779 -1.6357 0.3584
N 0.4951 -0.6204 0.4952
C 1.8223 -0.2198 0.5153
C 2.4800 0.2791 -0.7371
C 2.7354 -1.1119 -0.2985
H -1.9840 2.5927 0.5672
H -0.2896 2.2266 0.6249
H -1.0761 2.3402 -1.0019
H -3.7271 -1.5886 -0.0846
H -4.2706 -0.0410 0.1917
H 2.2954 0.0622 1.4732
H 3.2617 1.0736 -0.5450
H 1.8269 0.3439 -1.4648
H 2.3420 -1.9624 -0.8631
H 3.6584 -1.2353 0.3062

Values from the calculation:
net charge = +1
frontier orbital gap = 8.69 eV
max |F| = 0.0999 hartree/bohr
highest occupied orbital energy = -14.3 eV
E = -469.85044 Ha
relative energy (zero: lowest compared OMol25 entry of this formula, charge and spin) = 523.5 kJ/mol
SMILES = C/N=C(\N)N=[N+]=NC1CC1



C2HKLiO2 as an isolated structure, computed with ωB97M-V/def2-TZVPD.

Element x y z (Å)
O 0.8894 -1.9867 -0.7060
C 1.8823 -2.3900 -0.3449
Li -0.9543 -1.0035 -1.1227
C -1.2647 0.6602 0.1434
O -0.2889 1.2668 0.6433
K 1.9609 2.2260 1.0405
H -2.2248 1.2273 0.3464

Values from the calculation:
net charge = +1
frontier orbital gap = 6.95 eV
max |F| = 0.0095 hartree/bohr
highest occupied orbital energy = -10.6 eV
E = -834.52811 Ha
relative energy (zero: lowest compared OMol25 entry of this formula, charge and spin) = 0.0 kJ/mol



A 10-piece molecular cluster, C40H32B2N8O24 overall in a non-equilibrium geometry, computed with ωB97M-V/def2-TZVPD.

Element x y z (Å)
O 0.1380 -3.3310 -2.2681
C -0.0155 -2.1706 -1.9690
O 0.6184 -1.4961 -1.0080
B -0.0534 -0.2031 -0.8982
O -1.1548 -0.1536 -1.8439
C -1.1448 -1.2816 -2.5583
O -1.8491 -1.6300 -3.4444
O 0.8463 0.9235 -1.2762
C 0.8155 1.8405 -0.3576
O 1.4183 2.8880 -0.3111
C 0.0452 1.3166 0.8681
O -0.5374 0.2071 0.4654
O 0.0118 1.8334 1.9480
O -9.2865 4.1247 -1.5094
C -8.6221 3.1247 -1.5531
O -7.4271 2.9554 -2.0491
B -7.0432 1.5208 -1.8476
O -8.2820 0.7890 -1.5301
C -9.2456 1.6919 -1.3877
O -10.4104 1.3794 -1.4207
O -6.0982 1.4833 -0.7160
C -4.9290 1.0501 -1.1002
O -3.9733 0.8076 -0.4134
C -5.0674 0.5591 -2.5679
O -6.3231 0.8933 -2.9696
O -4.2827 -0.1056 -3.1632
C 3.6243 -1.7067 -2.0676
C 3.2600 -2.7618 -3.0108
N 2.9408 -3.5877 -3.7402
H 4.6514 -1.3953 -2.2369
H 3.6254 -2.2257 -1.1060
H 2.7865 -1.0138 -2.0886
C -2.0273 -4.5181 0.1157
C -2.7690 -4.0199 -1.0360
N -3.3547 -3.6269 -1.9390
H -1.3377 -3.7931 0.5304
H -1.4966 -5.4491 -0.0969
H -2.8118 -4.9086 0.7699
C -0.4230 -6.4534 -3.5116
C -1.8376 -6.1369 -3.7742
N -2.9527 -5.9173 -3.9371
H -0.2547 -6.8584 -2.5124
H 0.2065 -5.5655 -3.5501
H -0.1916 -7.2610 -4.2065
C 1.0095 -4.4178 -6.5102
C -0.2128 -3.9159 -5.8987
N -1.2203 -3.5555 -5.4819
H 1.0183 -4.7513 -7.5471
H 1.4214 -5.1893 -5.8573
H 1.8368 -3.7039 -6.5556
C 2.6891 2.7222 -3.6940
C 1.4089 3.0847 -4.1554
C 0.8363 4.2466 -3.6802
C 1.4623 4.9448 -2.6633
C 2.7435 4.5985 -2.2325
C 3.3493 3.4456 -2.7401
N 0.9109 6.1372 -2.0345
O 1.5099 6.7420 -1.1504
O -0.0774 6.5956 -2.5666
H 3.0572 1.7494 -3.9969
H 0.8441 2.4163 -4.7880
H -0.2203 4.3790 -3.8736
H 3.1891 5.1165 -1.3976
H 4.3051 3.0501 -2.4252
C -1.8935 3.8871 4.2752
C -2.4603 4.9977 4.9236
C -1.9906 5.2997 6.2064
C -0.9040 4.6064 6.7831
C -0.3523 3.5372 6.0896
C -0.8574 3.1993 4.8382
N -0.4197 4.9566 8.1334
O 0.4928 4.3513 8.6537
O -0.9574 5.9174 8.6559
H -2.3078 3.6522 3.3032
H -3.2475 5.5671 4.4542
H -2.4076 6.1637 6.7051
H 0.4869 3.0809 6.5995
H -0.4435 2.3921 4.2468
C 2.5503 4.1738 2.8793
C 2.7458 3.4244 4.0339
C 4.0026 2.9132 4.3450
C 4.9953 2.9732 3.3771
C 4.7845 3.6458 2.1773
C 3.5646 4.2476 1.9252
N 6.2908 2.3893 3.7046
O 7.0596 2.1351 2.7836
O 6.5487 2.0670 4.8484
H 1.5877 4.6243 2.6803
H 2.0682 3.3418 4.8716
H 4.1622 2.3725 5.2657
H 5.5506 3.8392 1.4393
H 3.3647 4.7396 0.9848
C 0.7855 -4.1994 1.9595
C 0.5043 -5.1754 2.8986
C 0.9172 -6.4921 2.6236
C 1.6081 -6.8163 1.4610
C 1.8929 -5.8167 0.5348
C 1.4446 -4.5301 0.7929
N 1.8273 -8.2443 1.1090
O 1.8972 -9.0286 2.0402
O 2.0684 -8.4949 -0.0435
H 0.5079 -3.1708 2.1514
H -0.0051 -4.9723 3.8289
H 0.8496 -7.3322 3.3044
H 2.4530 -5.9864 -0.3737
H 1.5881 -3.7487 0.0570

Values from the calculation:
net charge = -2
frontier orbital gap = 7.12 eV
max |F| = 0.0452 hartree/bohr
highest occupied orbital energy = -5.0 eV
E = -3837.13779 Ha



Q: The highest E belongs to which entry?
A: CH3N2O2



Q: Look up the net charge of the first one.
A: 0



Please write out number 3 again, unchanged.
An isolated ion of composition C6H15N4O and charge +1 in a non-equilibrium geometry, computed with ωB97M-V/def2-TZVPD.

Element x y z (Å)
C 0.4744 -1.7992 -0.8059
C 1.0659 -1.8683 0.4966
N 2.3168 -1.9605 0.6663
C 0.1842 -1.3338 1.5630
N -1.2612 -1.4892 1.2926
C 0.3738 0.2459 1.5218
N -0.2909 1.0613 0.8924
N -1.1845 0.8790 -0.0464
C -1.4913 2.0040 -0.8246
C -0.3645 2.4818 -1.8748
O 0.9437 2.3437 -1.4385
H 0.1379 -0.7134 -0.9340
H -0.4476 -2.3107 -0.6232
H 1.0635 -2.0919 -1.6808
H 2.9749 -2.0892 -0.1942
H 2.8961 -1.6626 1.4146
H 0.5174 -1.7817 2.5170
H -1.7767 -1.1583 2.0868
H -1.4850 -2.4832 1.1600
H 1.0620 0.6387 2.3006
H -1.6914 -0.0494 -0.2356
H -1.5244 2.9228 -0.1890
H -2.4400 2.0298 -1.4467
H -0.7444 3.4243 -2.0653
H -0.2995 1.7390 -2.8009
H 0.9909 3.0210 -0.7519

Values from the calculation:
net charge = +1
frontier orbital gap = 7.55 eV
max |F| = 0.1162 hartree/bohr
highest occupied orbital energy = -11.7 eV
E = -531.51990 Ha
relative energy (zero: lowest compared OMol25 entry of this formula, charge and spin) = 300.6 kJ/mol
SMILES = CC(=[NH2+])[C@H](N)/C=N\NCCO